Here is a cluster of 2 separate species, C26H47N3O7 in total from OMol25. Energies are from ωB97M-V with the def2-TZVPD basis set.

- Highest occupied orbital energy: -9.09 eV
- Total energy: -1709.78824 Ha
- Frontier orbital gap: 8.4 eV
- ΔE to the lowest compared entry with this formula, charge and spin: 0.0 kcal/mol

Each atom is followed by the atoms it is bonded to, with distances in Å.
Geometry (Å):
1 C -3.5620 2.1163 1.9989  C2 1.525, H30 1.088, H31 1.085, H32 1.088
2 C -2.3952 1.7757 1.0787  C1 1.525, C3 1.519, H33 1.089, H34 1.087
3 C -1.2852 1.0719 1.8403  C2 1.519, C4 1.525, H35 1.090, H36 1.087
4 C -0.0409 0.8053 1.0001  C3 1.525, O5 1.441, H37 1.086, H38 1.084
5 O 0.1018 -0.5658 0.5808  C4 1.441, C6 1.363
6 C 0.3049 -1.4570 1.5919  O5 1.363, C7 1.347, C28 1.498
7 C -0.6097 -2.3863 1.9288  C6 1.347, C8 1.492, C13 1.494
8 C -1.9616 -2.5233 1.3124  C7 1.492, C9 1.554, H39 1.086, H40 1.082
9 C -2.0812 -3.8088 0.4479  C8 1.554, N10 1.446, N11 1.483, N12 1.468
10 N -2.6523 -4.8842 1.2285  C9 1.446, H41 1.009, H42 1.008
11 N -0.7272 -4.2371 0.0220  C9 1.483, H43 1.012, H44 1.012
12 N -2.9580 -3.4893 -0.6849  C9 1.468, H45 1.014, H46 1.014
13 C -0.2466 -3.3604 3.0021  C7 1.494, O14 1.224, C15 1.487
14 O -1.0671 -3.7484 3.8236  C13 1.224
15 C 1.1852 -3.7624 3.0210  C13 1.487, C16 1.347, H47 1.078
16 C 2.1024 -2.8359 2.6835  C15 1.347, C17 1.494, C28 1.497
17 C 3.5707 -3.1014 2.6142  C16 1.494, C18 1.549, H48 1.085, H49 1.087
18 C 4.0852 -3.0031 1.1563  C17 1.549, C19 1.530, H50 1.088, H51 1.084
19 C 5.1228 -1.8862 1.0209  C18 1.530, C20 1.525, H52 1.090, H53 1.086
20 C 5.5340 -1.6214 -0.4234  C19 1.525, C21 1.532, H54 1.089, H55 1.089
21 C 4.4199 -0.9591 -1.2403  C20 1.532, C22 1.538, H56 1.085, H57 1.088
22 C 4.9724 -0.3795 -2.5540  C21 1.538, C23 1.545, H58 1.086, H59 1.086
23 C 3.9275 -0.3148 -3.6907  C22 1.545, C24 1.541, H60 1.085, H61 1.088
24 C 4.4211 -0.8658 -5.0425  C23 1.541, C25 1.528, H62 1.086, H63 1.085
25 C 3.5620 -2.0351 -5.5209  C24 1.528, O26 1.421, H64 1.088, H65 1.090
26 O 3.6634 -2.2279 -6.9250  C25 1.421, C27 1.408
27 C 2.5810 -1.6759 -7.6361  O26 1.408, H66 1.086, H67 1.089, H68 1.090
28 C 1.6117 -1.4679 2.3232  C6 1.498, C16 1.497, O29 1.220
29 O 2.2378 -0.4656 2.6245  C28 1.220
30 H -4.0067 1.2183 2.4221  C1 1.088
31 H -4.3370 2.6739 1.4827  C1 1.085
32 H -3.2120 2.7190 2.8347  C1 1.088
33 H -2.7749 1.1491 0.2731  C2 1.089
34 H -2.0263 2.7124 0.6686  C2 1.087
35 H -0.9929 1.7402 2.6498  C3 1.090
36 H -1.6688 0.1733 2.3156  C3 1.087
37 H 0.8472 1.1076 1.5470  C4 1.086
38 H -0.0762 1.3867 0.0858  C4 1.084
39 H -2.6801 -2.5963 2.1235  C8 1.086
40 H -2.1797 -1.6679 0.6863  C8 1.082
41 H -2.1323 -5.7417 1.1167  N10 1.009
42 H -2.6547 -4.6771 2.2152  N10 1.008
43 H -0.3742 -3.6393 -0.7137  N11 1.012
44 H -0.7618 -5.1800 -0.3435  N11 1.012
45 H -2.5640 -2.6775 -1.1480  N12 1.014
46 H -2.8807 -4.2485 -1.3522  N12 1.014
47 H 1.4406 -4.7743 3.2923  C15 1.078
48 H 3.7617 -4.0831 3.0339  C17 1.085
49 H 4.0867 -2.3608 3.2201  C17 1.087
50 H 3.2420 -2.7489 0.5173  C18 1.088
51 H 4.5107 -3.9513 0.8487  C18 1.084
52 H 6.0000 -2.2045 1.5848  C19 1.090
53 H 4.7247 -0.9820 1.4720  C19 1.086
54 H 6.3817 -0.9378 -0.4119  C20 1.089
55 H 5.8431 -2.5533 -0.8935  C20 1.089
56 H 3.6468 -1.6869 -1.4628  C21 1.085
57 H 4.0213 -0.1402 -0.6450  C21 1.088
58 H 5.8080 -1.0044 -2.8567  C22 1.086
59 H 5.3518 0.6228 -2.3767  C22 1.086
60 H 3.5424 0.6931 -3.8051  C23 1.085
61 H 3.0797 -0.9197 -3.3752  C23 1.088
62 H 5.4321 -1.2480 -4.9406  C24 1.086
63 H 4.4456 -0.1085 -5.8192  C24 1.085
64 H 3.8801 -2.9486 -5.0220  C25 1.088
65 H 2.5183 -1.8803 -5.2483  C25 1.090
66 H 2.9109 -1.4984 -8.6558  C27 1.086
67 H 2.2692 -0.7160 -7.2268  C27 1.089
68 H 1.7328 -2.3596 -7.6730  C27 1.090
69 C -4.8680 9.0913 1.5682  C70 1.514, H76 1.091, H77 1.090, H78 1.089
70 C -5.1910 8.0298 0.5388  C69 1.514, O71 1.435, H79 1.088, H80 1.090
71 O -5.1222 6.7075 1.0931  C70 1.435, C72 1.331
72 C -6.1657 6.3470 1.8358  O71 1.331, O73 1.202, O74 1.333
73 O -7.1503 7.0031 2.0459  C72 1.202
74 O -5.9395 5.1157 2.2923  C72 1.333, C75 1.429
75 C -6.9570 4.6141 3.1618  O74 1.429, H81 1.087, H82 1.089, H83 1.086
76 H -3.8984 8.8933 2.0267  C69 1.091
77 H -4.8401 10.0743 1.0985  C69 1.090
78 H -5.6153 9.1101 2.3599  C69 1.089
79 H -4.4511 8.0402 -0.2590  C70 1.088
80 H -6.1708 8.1900 0.0897  C70 1.090
81 H -7.9367 4.6795 2.6948  C75 1.087
82 H -6.9537 5.1629 4.1021  C75 1.089
83 H -6.7118 3.5727 3.3494  C75 1.086